# 1
A 16-piece molecular cluster, C42H88Br10N4O22S7 overall in a non-equilibrium geometry. Source: the Open Molecules 2025 dataset; level of theory: the ωB97M-V functional and the def2-TZVPD basis.

Geometry as XYZ:
```
173
Properties=species:S:1:pos:R:3:forces:R:3
C -23.170 15.224 -3.465 -0.762 0.052 0.001
N -23.712 15.279 -4.891 0.064 0.340 0.131
O -24.361 16.275 -5.235 0.974 -1.734 0.382
O -23.366 14.338 -5.609 -0.846 1.304 0.561
H -22.967 14.176 -3.242 0.708 0.276 -0.320
H -23.893 15.527 -2.708 -0.521 0.241 -0.608
H -22.372 15.965 -3.428 0.357 -0.566 -0.110
C -27.904 9.937 2.679 -0.634 -0.300 -0.845
N -26.751 10.862 2.399 1.648 -0.310 -0.218
O -26.977 12.065 2.410 0.168 -1.123 -0.074
O -25.614 10.358 2.214 -2.577 0.975 0.330
H -28.789 10.217 2.107 0.212 0.888 0.085
H -28.156 9.972 3.739 0.391 -0.115 -0.117
H -27.740 8.949 2.249 0.794 0.009 0.636
C -24.267 6.683 -5.406 0.150 0.141 0.441
N -25.713 7.069 -5.264 0.108 -1.223 -0.832
O -26.213 7.266 -4.176 0.510 0.236 0.228
O -26.340 6.973 -6.295 -0.208 0.531 -0.149
H -23.706 7.429 -5.969 -0.323 0.283 0.214
H -24.267 5.786 -6.025 -0.038 -0.028 0.337
H -23.861 6.543 -4.404 0.067 -0.021 -0.229
C -28.608 7.687 -1.873 -0.071 -0.438 0.717
N -28.860 9.144 -1.765 1.362 -0.918 -1.409
O -29.085 9.692 -2.806 -0.623 0.696 -0.716
O -28.715 9.695 -0.714 -0.090 0.846 2.056
H -28.113 7.305 -0.981 -0.181 0.303 0.105
H -27.934 7.525 -2.714 -0.621 0.018 -0.182
H -29.620 7.290 -1.945 0.291 -0.473 -0.511
C -23.172 16.208 0.490 0.269 1.632 1.214
C -23.674 14.754 0.525 1.029 1.199 -1.068
C -24.378 14.512 1.828 0.309 -0.972 2.021
S -24.043 15.863 2.997 2.026 2.327 -0.047
O -23.419 15.333 4.230 -1.670 0.689 -1.595
O -25.106 16.897 3.006 1.092 -1.917 0.251
C -22.654 16.590 1.929 -0.928 -1.542 -0.902
H -23.894 17.004 0.311 -0.611 -0.367 -0.480
H -22.356 16.372 -0.214 -0.015 -0.338 -0.108
H -22.718 14.233 0.470 -0.201 -0.649 0.391
H -24.156 14.469 -0.410 -0.591 0.042 0.256
H -23.817 13.763 2.386 -0.046 -0.399 -0.128
H -25.408 14.184 1.973 -0.187 0.350 -0.736
H -21.728 16.041 2.100 -0.076 -0.058 0.467
H -22.495 17.662 2.048 -0.389 -0.148 0.319
C -28.089 4.002 -5.288 0.211 0.145 -1.456
C -28.761 3.459 -4.087 -1.490 -0.550 1.867
C -30.303 3.689 -4.161 -0.295 0.138 -0.087
S -30.560 5.139 -5.191 -0.196 2.754 -0.954
O -30.968 6.339 -4.365 0.622 -2.976 -1.705
O -31.333 4.784 -6.423 1.561 0.605 2.611
C -28.738 5.362 -5.590 -0.275 -0.391 0.127
H -28.160 3.299 -6.117 -0.129 0.117 -0.209
H -27.030 4.091 -5.046 0.086 0.273 -0.265
H -28.325 3.949 -3.217 -0.376 0.263 0.220
H -28.582 2.401 -3.891 0.073 -0.079 -0.324
H -30.865 3.921 -3.256 0.540 -0.032 0.328
H -30.884 2.900 -4.640 0.401 -0.179 -0.220
H -28.266 6.077 -4.917 -0.703 0.249 0.165
H -28.636 5.770 -6.596 -0.143 -0.336 0.019
C -25.058 9.727 -1.775 0.171 -0.117 0.102
C -23.825 9.038 -1.130 0.062 0.259 -0.638
C -22.602 9.508 -2.036 -2.148 0.594 0.718
S -23.004 11.340 -2.309 -0.930 -1.286 -0.379
O -22.950 11.655 -3.751 0.616 -0.010 1.587
O -22.336 12.144 -1.293 -0.016 -0.028 -0.889
C -24.784 11.211 -1.872 0.750 0.438 0.671
H -25.959 9.583 -1.179 -0.041 -0.207 -0.073
H -25.218 9.345 -2.783 -0.123 -0.245 0.063
H -23.975 7.959 -1.158 0.241 -0.147 -0.516
H -23.797 9.215 -0.054 0.469 0.731 -0.005
H -22.843 9.017 -2.978 0.616 0.277 -0.182
H -21.585 9.319 -1.693 -0.231 0.308 -0.023
H -25.410 11.822 -2.523 0.222 -0.305 -0.403
H -24.871 11.669 -0.887 0.210 0.022 0.174
C -23.161 6.044 1.927 -1.062 -0.745 -0.610
C -22.700 4.808 1.056 2.903 1.098 2.592
C -23.611 4.529 -0.009 -1.585 0.190 -2.384
S -25.295 4.962 0.595 -0.051 0.476 -0.452
O -26.006 3.756 0.907 -0.010 -0.314 0.468
O -25.993 5.892 -0.303 1.246 -0.499 1.004
C -24.660 5.830 2.140 -0.978 -0.791 -0.404
H -23.065 6.977 1.373 0.553 -0.007 0.014
H -22.670 6.083 2.899 0.178 0.136 -0.251
H -22.435 3.915 1.622 -0.735 0.017 0.675
H -21.703 5.024 0.672 0.046 0.397 -0.355
H -23.500 3.513 -0.387 -0.712 -0.065 0.184
H -23.404 5.179 -0.859 -0.298 0.233 -0.102
H -24.843 5.184 2.998 -0.042 -0.428 -0.277
H -25.367 6.649 2.267 0.561 0.485 -0.189
C -17.802 6.792 -2.674 0.588 -1.134 -1.157
C -18.080 5.287 -2.915 -0.347 0.207 0.445
C -19.563 5.011 -2.596 0.525 1.322 -0.246
S -20.307 6.380 -3.624 -0.229 0.430 0.195
O -21.458 7.063 -2.978 1.622 -1.701 -1.048
O -20.358 5.887 -4.996 -0.588 0.340 0.890
C -18.845 7.481 -3.533 -0.677 0.809 0.866
H -16.813 7.018 -3.072 0.072 0.098 0.094
H -17.803 7.115 -1.634 -0.334 -0.247 0.003
H -17.377 4.615 -2.422 -0.190 0.005 0.135
H -18.058 5.090 -3.987 0.634 0.023 -0.142
H -19.836 5.281 -1.576 -0.036 -0.471 0.116
H -19.799 4.002 -2.935 -0.685 0.334 0.104
H -19.130 8.398 -3.018 -0.446 0.101 -0.366
H -18.557 7.718 -4.557 0.055 -0.272 0.081
C -28.876 14.860 0.263 -1.619 -0.079 -0.977
C -27.986 16.060 0.552 0.348 -0.423 0.145
C -27.178 16.311 -0.725 0.777 -0.447 -0.529
S -27.462 14.877 -1.920 -1.860 -1.446 -0.655
O -26.265 14.231 -2.428 0.506 0.746 0.492
O -28.495 15.131 -2.955 1.541 0.424 2.189
C -28.223 13.798 -0.624 0.652 0.989 0.244
H -29.621 15.296 -0.403 -0.695 -0.147 0.165
H -29.401 14.415 1.107 0.233 0.188 0.132
H -27.329 15.854 1.396 0.304 0.016 -0.140
H -28.541 16.950 0.850 -0.272 -0.177 -0.186
H -26.133 16.268 -0.419 0.207 -0.050 -0.603
H -27.346 17.231 -1.285 -0.247 -0.089 0.142
H -27.502 13.225 -0.041 0.509 0.091 -0.357
H -28.886 13.090 -1.122 -0.161 0.313 -0.021
C -19.315 19.744 -1.256 -1.511 -1.127 0.011
C -18.724 19.397 0.172 0.485 -1.102 -1.403
C -18.278 17.872 0.114 -0.085 0.601 -0.491
S -19.116 17.034 -1.282 -1.703 0.815 2.443
O -19.858 15.886 -0.713 0.647 1.326 -1.171
O -18.152 16.837 -2.314 0.209 -0.264 -0.973
C -20.242 18.514 -1.636 1.787 0.153 0.434
H -18.673 19.986 -2.104 0.764 -0.405 0.496
H -19.998 20.593 -1.253 0.044 0.150 0.510
H -19.447 19.584 0.966 -0.024 0.004 -0.192
H -17.809 19.962 0.350 -0.270 0.184 0.179
H -18.453 17.196 0.951 -0.182 0.528 0.300
H -17.212 17.868 -0.114 -0.065 -0.277 -0.134
H -21.050 18.541 -0.905 -0.161 -0.592 -0.210
H -20.572 18.506 -2.675 -0.023 -0.122 0.156
Br -18.026 9.316 0.439 0.075 -0.264 0.875
C -18.393 9.112 2.381 -1.112 0.665 -0.316
C -19.806 8.617 2.593 -0.124 -0.393 1.174
Br -21.184 10.019 2.487 0.362 -0.538 -0.595
H -18.398 10.109 2.823 0.619 0.079 -0.266
H -17.679 8.477 2.905 0.136 -0.047 -0.571
H -19.900 8.371 3.650 0.217 -0.074 0.081
H -20.051 7.687 2.080 -0.254 0.458 -0.502
Br -26.591 10.303 -5.239 1.083 1.126 -0.201
C -25.268 11.747 -5.899 -1.159 -0.573 -0.300
C -25.853 12.245 -7.253 0.721 -1.473 0.602
Br -25.676 10.783 -8.648 -0.039 0.852 0.742
H -24.286 11.275 -5.867 -0.245 -0.006 -0.475
H -25.257 12.513 -5.124 -0.344 0.039 -0.183
H -25.325 13.094 -7.686 -0.142 -0.042 0.260
H -26.925 12.375 -7.101 0.229 0.283 -0.378
Br -19.801 13.727 2.535 -0.222 -0.207 0.244
C -19.360 13.027 0.757 0.084 -0.363 1.308
C -18.044 13.615 0.362 0.125 0.373 -0.825
Br -16.490 12.726 1.291 -1.035 0.640 -0.679
H -20.269 13.245 0.195 0.586 0.205 -0.520
H -19.221 11.949 0.829 -0.423 0.047 0.150
H -17.971 14.689 0.529 0.113 -0.313 0.311
H -17.989 13.472 -0.718 0.735 -0.260 0.064
Br -19.135 11.510 -2.389 -0.090 0.619 -0.801
C -19.796 13.138 -3.325 -0.821 0.758 0.141
C -18.794 13.831 -4.197 0.325 -0.651 -0.498
Br -19.673 15.283 -5.302 0.587 -0.850 1.113
H -20.081 13.810 -2.516 -0.279 -0.240 0.036
H -20.645 12.907 -3.968 -0.189 -0.556 0.568
H -18.500 13.114 -4.964 0.430 0.294 0.017
H -17.957 14.174 -3.590 -0.005 0.522 -0.552
Br -21.409 14.205 -8.422 0.153 -0.619 0.424
C -20.532 12.503 -7.881 0.271 0.244 -1.780
C -21.388 11.613 -7.050 -0.771 -0.096 0.715
Br -20.331 10.114 -6.378 0.217 0.120 0.273
H -19.541 12.728 -7.486 -0.381 0.205 0.397
H -20.365 12.065 -8.865 0.099 -0.179 0.161
H -22.184 11.061 -7.550 0.065 0.601 -0.450
H -21.840 12.156 -6.221 0.218 -0.212 0.269
```
Positions in Å, forces in eV/Å.

Its spin multiplicity is 1. Its HOMO-LUMO gap is 9.0 eV. The net charge is 0. The value obtained for the total energy is -872242.2957 eV.

# 2
A 2-piece molecular cluster, C4H6N2 overall. Source: the Open Molecules 2025 dataset; level of theory: the ωB97M-V functional and the def2-TZVPD basis.

Geometry as XYZ:
```
12
Properties=species:S:1:pos:R:3:forces:R:3
C -0.939 0.147 1.236 0.026 -0.270 0.213
N -0.731 -1.060 0.983 -0.027 0.277 0.275
C -1.867 -0.367 0.254 -0.352 0.016 -0.230
H -0.568 0.927 1.890 0.013 -0.099 -0.160
H -2.871 -0.659 0.559 0.112 0.057 -0.121
H -1.731 -0.176 -0.812 0.035 -0.026 0.215
C 1.876 -0.663 -0.577 -0.032 0.356 0.043
C 1.422 0.567 -0.646 -0.059 0.079 0.122
N 1.037 1.740 -0.612 0.220 -0.888 0.074
H 2.682 -0.999 -1.206 0.092 0.136 -0.238
H 1.466 -1.381 0.127 -0.103 0.315 -0.049
H 0.223 1.925 -1.196 0.074 0.048 -0.144
```
Positions in Å, forces in eV/Å.

Its spin multiplicity is 1. As for the energy above the lowest of the compared OMol25 structures with the same formula, charge and spin: 3.946 eV. Its HOMO-LUMO gap is 10.2 eV. Its SMILES is C1=NC1.C=C=N. The net charge is 0. The value obtained for the total energy is -7221.6453 eV.

| no. | E_LUMO (eV) |
| --- | --- |
| 1 | -0.44 |
| 2 | 1.02 |